(1)
{"formula": "C26H64N3O6S", "method": "ωB97M-V/def2-TZVPD", "elements": ["H", "C", "C", "H", "C", "C", "H", "C", "H", "C", "C", "H", "O", "H", "H", "H", "H", "H", "H", "H", "H", "H", "H", "C", "C", "H", "H", "H", "C", "N", "H", "H", "H", "H", "H", "H", "O", "H", "H", "C", "H", "H", "H", "H", "H", "C", "C", "N", "H", "C", "H", "H", "H", "C", "H", "C", "C", "H", "H", "C", "H", "H", "N", "O", "H", "H", "H", "H", "C", "C", "C", "H", "O", "H", "H", "C", "H", "H", "H", "H", "H", "H", "H", "O", "H", "H", "H", "C", "C", "H", "H", "H", "H", "S", "O", "H", "H", "C", "H", "C"], "coordinates": [[2.014987, 3.540570, 0.359371], [-3.294511, 9.191721, 4.405568], [1.338811, 0.439271, 1.380365], [-3.221197, 6.595725, -2.230482], [-1.887075, -3.016720, -1.141251], [1.914984, -4.728457, 1.272980], [0.710203, -5.989698, 2.466103], [-3.301072, 3.777280, 1.457073], [6.743464, -8.788380, -3.545999], [0.894744, -3.577889, 1.406076], [1.336050, -2.529959, 2.438179], [0.439262, -7.748374, 0.482546], [-2.118933, -3.619118, 0.125284], [-1.491747, 8.608053, 4.029731], [-1.116842, -3.599453, -1.639147], [7.814531, -10.165497, -3.191724], [1.704702, 0.852193, 2.325678], [0.079188, -5.332948, -1.252220], [0.371111, 4.297375, 4.530215], [2.683751, -7.686950, -4.407881], [0.227364, 1.348907, -0.210648], [3.195751, -0.243568, 0.562966], [1.994692, 1.426665, -0.405540], [-2.007629, 0.161652, -3.045036], [-2.811064, 2.886552, 0.310260], [2.691792, -4.574781, 2.032188], [0.507064, -1.870640, 2.712589], [3.873059, -9.089024, -2.962352], [1.172541, 1.537446, 0.305108], [0.160350, 3.616777, -1.621388], [-2.649777, 4.910967, 4.526432], [-5.089497, 2.801884, 2.183519], [-1.652330, 0.822279, -3.839334], [2.271241, -9.739427, -3.368316], [-2.704379, 6.467126, -5.675808], [-1.534474, -1.984173, -1.038440], [2.434990, -7.661528, -3.480448], [-2.839900, 3.396614, 2.372378], [-0.075367, -3.961549, 1.722457], [1.215959, 2.976658, 0.855334], [-3.693321, 8.954392, 3.414657], [-0.740652, 3.598863, 3.359006], [2.510220, -8.865080, -1.844274], [3.007430, -1.210987, 2.852969], [5.957301, -10.794124, -4.464424], [6.809234, -9.761425, -3.050941], [2.799706, -8.909994, -2.892085], [-1.951751, 3.536483, -0.735863], [1.776988, -1.192688, 0.060373], [-2.489770, 4.664657, -1.302928], [-2.968794, 4.807956, 1.345801], [-2.787599, -3.025300, -1.762130], [-0.035586, 2.936891, -2.342903], [0.505068, 5.246191, 2.613454], [1.484442, 2.950942, 1.909518], [-4.821918, 3.710891, 1.641389], [-0.301419, 4.533773, 3.705423], [-1.154352, 5.397346, 1.300801], [-3.070377, -0.037817, -3.189850], [2.558840, -1.722605, 1.994041], [0.357769, -7.003189, -1.676658], [-5.327267, 3.650204, 0.673738], [-0.095144, 3.655886, 0.733558], [-1.755821, 0.714004, -1.749372], [-1.248045, 6.123806, -6.622127], [6.635182, -9.623681, -1.986502], [0.380471, 5.746736, 0.513487], [0.905329, 4.286960, -1.746550], [2.255915, -0.688355, 0.906555], [-1.813876, 5.837653, -5.740223], [-0.110573, 5.088033, 1.236989], [-1.464109, -0.777383, -3.100549], [-0.957054, 6.027024, -4.615272], [0.348948, 0.018915, 1.580703], [-2.802226, -3.110133, 0.569754], [-2.916278, 5.684562, -1.767475], [-2.119064, 4.793219, -5.840963], [-2.222715, 1.550219, -1.666116], [2.431040, -4.687750, 0.312578], [1.716995, -6.030492, -1.170802], [-3.776434, 10.097248, 4.763950], [-0.678627, -6.427321, 0.696474], [-2.219180, 2.053451, 0.691361], [5.812281, -10.660103, -3.523906], [2.089570, -6.821119, 1.778525], [0.755631, -3.065866, 0.448644], [3.320833, -2.406966, 1.608605], [0.361546, -6.657639, 0.456380], [-0.589914, 3.630485, -0.522616], [-3.530904, 8.376770, 5.096532], [0.532198, 6.320087, 2.816330], [-3.656751, 2.457620, -0.231486], [1.541313, 4.908971, 2.658943], [-1.568944, 5.673450, 4.326839], [-1.894265, 9.420928, 4.347548], [-5.208267, 4.577636, 2.173830], [-1.443175, 5.779674, -3.824343], [1.299090, -6.102658, 1.548541], [1.614350, -3.068267, 3.351798], [0.660106, -6.216754, -0.982502]], "forces_ev_per_a": [[-0.1583, 0.1632, 0.0432], [0.0796, -0.1413, -0.0568], [-0.3080, -0.0767, -0.2320], [-0.1802, -0.0340, 0.1187], [-0.0373, 0.0292, 0.1389], [-0.0282, 0.1550, 0.4083], [0.1381, -0.1715, 0.0611], [-0.1749, -0.2710, 0.2637], [0.0117, 0.0166, 0.0258], [0.2318, 0.3461, 0.1216], [0.3486, -0.3290, 0.1462], [-0.0892, 0.0388, 0.1267], [-0.0464, 0.1230, -0.1423], [0.0739, 0.0082, 0.0573], [0.0061, -0.0129, -0.0167], [0.0136, 0.0152, 0.0272], [0.0953, 0.0203, -0.0650], [0.2236, 0.1151, 0.0525], [-0.1271, -0.0644, 0.0091], [-0.0001, 0.0004, -0.0034], [0.1834, 0.0223, -0.2062], [-0.0357, -0.0922, -0.1060], [-0.1988, 0.0218, -0.1741], [-0.0401, 0.0302, 0.0578], [0.1905, -0.1765, 0.0593], [0.0126, -0.0156, -0.0855], [0.0211, 0.0031, -0.0666], [-0.0016, -0.0632, 0.0423], [0.2329, -0.1038, 0.5321], [-0.1948, 0.0850, 0.2174], [0.1816, -0.3399, -0.0834], [-0.0789, 0.1119, 0.0475], [-0.0070, -0.0138, -0.0228], [0.0071, -0.0428, 0.0544], [-0.0010, 0.0040, -0.0319], [0.0029, -0.0222, 0.0068], [0.0102, -0.0128, 0.0367], [0.1094, 0.2371, -0.0334], [-0.0223, -0.0657, -0.2281], [0.3522, -0.3294, -0.1009], [-0.0961, -0.0023, 0.0330], [-0.0140, 0.0460, -0.0862], [-0.0066, 0.0117, 0.0071], [-0.0320, -0.0176, -0.0287], [-0.0235, -0.0643, 0.0031], [-0.0436, -0.0661, -0.0612], [-0.0279, 0.1223, -0.1353], [-0.2658, 0.6341, 1.2718], [0.1725, 0.1153, -0.1039], [-0.0197, -0.0118, -0.7071], [-0.1253, -0.0083, -0.1796], [0.0093, -0.0051, -0.0375], [-0.3326, 0.4852, -0.3590], [-0.1393, -0.2257, 0.1052], [-0.2345, 0.0519, 0.0064], [0.0726, -0.2151, -0.2962], [0.2487, -0.0262, 0.2765], [0.0796, 0.0434, -0.0802], [0.0017, -0.0134, -0.0166], [-0.0939, 0.1557, -0.1333], [0.0230, 0.0858, -0.0314], [-0.0047, 0.1920, 0.0500], [0.8913, 0.8673, -0.5583], [0.2219, 0.1017, -0.0051], [0.0048, 0.0037, -0.0076], [-0.0004, 0.0001, 0.0097], [0.1542, -0.1809, -0.0220], [0.4967, -0.5205, 0.2075], [-0.0756, -0.0146, 0.2767], [0.0302, 0.0080, 0.0986], [-0.5198, -0.0185, 0.4922], [0.0099, 0.0100, -0.0046], [0.0333, -0.0860, 0.0369], [0.0625, 0.0538, 0.2010], [-0.0310, -0.0806, 0.0528], [0.2519, -0.2277, -0.0036], [-0.0073, -0.0012, -0.0360], [-0.1315, -0.1244, -0.1968], [-0.0622, -0.1000, 0.0018], [-0.0273, -0.0127, 0.0032], [0.0842, 0.0522, 0.0136], [0.0447, 0.0748, -0.0341], [-0.0195, 0.0206, -0.1013], [0.0648, 0.0967, -0.0134], [0.0224, 0.0227, -0.1630], [-0.2138, -0.2044, -0.0374], [-0.0318, 0.0010, 0.0879], [0.2297, -0.2145, -0.1207], [-0.4604, -0.6866, -0.4101], [-0.0821, 0.0126, -0.0050], [0.0296, -0.0319, 0.0067], [0.0273, 0.1134, -0.0563], [-0.0259, 0.0400, -0.1873], [-0.1753, 0.5368, -0.0399], [-0.0677, 0.0242, -0.0383], [0.0248, -0.0679, 0.0860], [-0.0578, -0.0155, 0.0136], [-0.2300, 0.2763, -0.0556], [-0.1264, 0.0650, 0.0220], [-0.2820, -0.2483, -0.0102]], "mulliken_charge": [0.2519, -0.4945, -0.8286, 0.5581, -0.5972, -0.7994, 0.3082, 0.3002, 0.2622, 0.2196, -1.1697, 0.3884, -0.4415, 0.2794, 0.3447, 0.2985, 0.3384, -0.4251, 0.4357, 0.2699, 0.0864, 0.4310, 0.3014, -0.7632, -0.7066, 0.5904, 0.3653, 0.0291, 0.1243, 0.0413, 0.1311, 0.3897, 0.3092, 0.2689, 0.2533, 0.0074, -0.4972, -0.0140, 0.4625, -1.0686, 0.2291, 0.3345, 0.1800, 0.4206, 0.2927, -0.5827, -0.2234, 0.4098, 0.1966, -0.3001, 0.1697, 0.3660, 0.2489, -1.2795, 0.6593, -1.5973, -0.4504, 0.1682, 0.3233, -0.8538, 0.3459, 0.3751, 1.1568, -0.3585, 0.2323, 0.2181, 0.2297, 0.2946, -0.4809, -0.5168, -0.3031, 0.2483, -0.4742, 0.1490, 0.2746, -0.3434, 0.2348, 0.2053, 0.3182, 0.2710, 0.2596, 0.3038, 0.1346, -0.5032, 0.3841, -0.1737, 0.3428, -0.3591, -1.1961, 0.2052, 0.5835, 0.7958, 0.3845, -0.2379, -0.4881, 0.3956, 0.1987, -1.0812, 0.4281, -0.4064], "total_charge": 1}

(2)
{"formula": "C7H14BF4GaN5O3", "method": "ωB97M-V/def2-TZVPD", "elements": ["C", "H", "F", "H", "F", "C", "H", "F", "O", "H", "N", "H", "C", "H", "C", "N", "N", "H", "Ga", "O", "H", "N", "C", "H", "H", "O", "N", "C", "H", "C", "H", "F", "H", "B", "H"], "coordinates": [[0.389402, -2.473727, 0.853408], [1.829705, -2.574837, 2.288423], [-2.114022, 4.228937, 0.611245], [0.750268, -2.415841, -2.403882], [-1.917922, 2.389074, 2.019929], [1.105204, -1.971335, -1.474288], [2.284231, -0.374545, -2.195639], [-0.094477, 3.523043, 1.430154], [-1.612059, 0.144348, 0.392891], [-1.571142, 1.368091, -2.489614], [1.621765, -2.700287, 1.309501], [0.562026, 2.383940, -1.162721], [1.182128, 0.048250, 2.767206], [-0.842400, -2.275106, -0.708926], [-1.633733, -0.042023, -0.900458], [-0.377881, 2.096088, -0.898495], [-0.620320, -2.399201, 1.720748], [2.055464, -2.457187, -1.258601], [-0.524856, 1.537408, 1.025718], [1.499779, -0.719352, 3.592451], [-0.182996, -0.403309, -3.215674], [0.919447, 0.808031, 1.879748], [-0.869575, 0.973379, -1.755564], [2.375353, -2.932475, 0.688902], [-0.965966, 2.925347, -0.998286], [-2.143223, -1.001127, -1.436425], [0.135882, -2.330484, -0.441761], [1.333854, -0.464966, -1.667211], [-1.491806, -1.974684, 1.440064], [0.276522, 0.283546, -2.504265], [0.772339, 1.050190, -3.104281], [-1.632345, 4.583637, 2.852143], [-0.504271, -2.695759, 2.674967], [-1.492387, 3.859373, 1.758559], [1.498011, 0.003566, -0.689965]], "forces_ev_per_a": [[0.0047, 0.0046, -0.0057], [-0.0020, -0.0077, -0.0058], [-0.0035, -0.0237, -0.0195], [0.0025, -0.0046, 0.0033], [-0.0031, 0.0571, -0.0558], [-0.0278, -0.0202, -0.0061], [0.0043, 0.0108, 0.0011], [-0.0141, 0.0503, 0.0182], [0.0068, -0.0635, -0.0317], [0.0029, 0.0074, -0.0043], [0.0037, 0.0186, 0.0030], [-0.0061, 0.0094, -0.0041], [0.0579, -0.0280, 0.0006], [-0.0028, 0.0004, -0.0011], [-0.0255, -0.0044, 0.0295], [0.0023, 0.0045, 0.0137], [0.0028, -0.0274, -0.0006], [0.0121, 0.0179, -0.0051], [-0.0250, -0.0191, 0.0685], [-0.0252, -0.0128, -0.0164], [-0.0059, 0.0028, -0.0041], [0.0060, 0.0494, 0.0331], [-0.0142, -0.0255, -0.0064], [-0.0018, -0.0050, -0.0008], [-0.0031, -0.0010, -0.0009], [0.0019, 0.0240, -0.0144], [0.0047, 0.0035, -0.0050], [-0.0020, 0.0047, 0.0139], [-0.0024, 0.0017, -0.0030], [0.0033, 0.0006, 0.0096], [0.0090, -0.0063, -0.0034], [0.0169, -0.0001, 0.0113], [-0.0025, 0.0143, 0.0032], [0.0224, -0.0196, -0.0135], [0.0030, -0.0133, -0.0014]], "mulliken_charge": [0.7042, 0.2416, -0.3231, 0.4370, -0.2990, -1.1596, 0.4178, -0.3285, -0.4360, 0.4490, -0.3376, 0.3843, 0.7160, 0.3711, 0.2043, -0.2849, -0.2788, 0.2941, 0.5848, -0.5268, 0.4505, -0.1422, 0.2251, 0.1575, 0.3963, -0.6624, -0.1273, -0.0126, 0.1736, -1.2246, 0.4101, -0.2355, 0.2646, 0.4867, 0.0105], "total_charge": 1, "e_above_lowest_kcal_mol": 0.0}

| no. | orbital gap (Eh) | calculated total energy (hartree) |
| --- | --- | --- |
| 1 | 0.2629 | -2042.48513 |
| 2 | 0.4191 | -3123.93016 |